(1)
C10H25N11O4 | ωB97M-V/def2-TZVPD

Structure (XYZ):
```
50
Properties=species:S:1:pos:R:3
N -17.59832 0.49657 22.74560
C -18.72747 1.14383 22.89471
N -18.95765 1.44605 24.16095
O -19.51630 1.46817 22.01216
H -17.23983 0.18980 21.85258
H -17.04059 0.35643 23.57590
H -19.71366 2.06246 24.42287
H -18.26911 1.15704 24.84101
N -13.55349 3.44696 22.63515
C -12.47082 4.12912 22.43670
N -12.16091 4.25302 21.19428
O -11.84915 4.76883 23.30515
H -14.05064 3.61946 23.49723
H -13.84543 2.74123 21.97423
H -11.37272 4.88335 21.23354
H -12.37065 3.45725 20.60873
N -15.22825 1.11561 17.55276
C -13.97961 0.75220 17.88608
N -13.14317 1.77043 17.65943
O -13.77683 -0.30675 18.46539
H -15.89788 0.38724 17.75565
H -15.29731 1.82174 16.83393
H -12.16137 1.61798 17.84089
H -13.42703 2.54858 17.08149
N -20.41363 6.04332 24.46779
C -21.36491 5.91448 25.31509
N -21.58424 7.10381 25.80868
O -21.86815 4.88006 25.56594
H -19.92943 5.19214 24.22052
H -19.92838 6.92586 24.54379
H -22.35156 7.19605 26.45891
H -21.07128 7.91122 25.48455
C -23.30131 -1.25918 23.98194
C -22.46754 -2.19232 24.79559
N -21.76410 -2.86123 25.45072
H -22.69244 -0.58228 23.38261
H -23.88070 -0.58138 24.60883
H -24.10248 -1.62055 23.33723
C -18.03930 -1.15992 29.22193
C -17.08000 -0.45397 28.39488
N -16.31634 0.10852 27.70836
H -18.38180 -1.80583 28.41348
H -18.69258 -0.40340 29.65667
H -17.54518 -1.83711 29.91861
C -18.53955 -4.32989 22.21374
C -18.20495 -3.61536 21.00239
N -17.88705 -3.13370 19.99990
H -17.98341 -3.70969 22.91672
H -18.16505 -5.34610 22.09051
H -19.62919 -4.30749 22.22969
```

Calculated values
DFT total energy = -35356.46808 eV
E_HOMO = -9.552 eV
lowest unoccupied orbital energy = 0.2496 eV
HOMO-LUMO gap = 9.80 eV
charge = 0



(2)
CH3F3NS | ωB97M-V/def2-TZVPD

Structure (XYZ):
```
9
Properties=species:S:1:pos:R:3
C -1.21794 0.71080 1.42223
N 0.76725 0.32876 0.15086
F 1.71254 -1.88361 -0.82674
F -0.36611 -0.93147 -1.86335
F 1.76145 0.05553 -2.25520
S 0.91864 -0.51101 -1.01001
H -1.51018 0.37122 0.51204
H -1.35349 1.84742 1.68508
H -0.71216 0.01236 2.18509
```

Calculated values
DFT total energy = -21549.53825 eV
E_HOMO = -16.957 eV
energy above the lowest of the compared OMol25 structures with the same formula, charge and spin = 304.2 kJ/mol
lowest unoccupied orbital energy = -7.9977 eV
HOMO-LUMO gap = 8.96 eV
charge = +1



(3)
C50H50N3O11 | ωB97M-V/def2-TZVPD

Structure (XYZ):
```
114
Properties=species:S:1:pos:R:3
C 4.95168 -0.57982 2.51452
C 3.83922 -0.67684 2.97687
C 2.38039 -0.61064 3.50513
C 1.44066 -1.76634 2.94581
C 1.00862 -1.39126 1.43811
N 1.03490 -2.54883 0.49832
C 2.47086 -3.03398 0.39993
C 3.52954 -2.24322 0.05524
C 0.23701 -3.75627 0.94454
C -1.12293 -3.44927 1.66852
C -2.16040 -2.58136 0.85487
N -2.78683 -3.28450 -0.29985
C -4.27466 -3.11947 -0.30301
C -4.74214 -1.62294 -0.39758
C -5.14643 -0.87937 0.84386
C -5.55759 0.53222 0.86399
C -5.59784 1.30450 -0.40324
C -5.24392 0.59111 -1.64578
C -4.82245 -0.84323 -1.66405
O -4.50729 -1.41137 -2.89692
C 0.61029 -2.24861 -0.92728
C 0.58325 -0.73506 -1.33750
C -0.56631 0.29791 -1.02782
N 1.59315 -0.31564 -2.02494
H 6.01601 -0.40529 2.24537
H 1.91256 0.38564 3.22031
H 2.31217 -0.64084 4.65489
H 1.87390 -2.79761 3.03790
H 0.51256 -1.73785 3.59914
H 1.71875 -0.55558 1.14976
H -0.00665 -0.89901 1.52316
H 2.69551 -4.12690 0.57011
H 4.52277 -2.49633 0.52908
H 3.52925 -1.40985 -0.69347
H 0.84601 -4.42192 1.65776
H 0.04134 -4.41760 0.04315
H -1.62250 -4.45294 1.85648
H -1.02225 -2.97860 2.69065
H -3.00659 -2.33716 1.57312
H -1.76252 -1.58794 0.50723
H -2.49360 -2.79217 -1.15703
H -4.71751 -3.64779 -1.20864
H -4.71958 -3.65170 0.58970
H -5.10162 -1.45826 1.81071
H -5.80760 0.97248 1.86989
H -5.90046 2.37879 -0.34167
H -5.30349 1.15401 -2.61412
H -4.08992 -2.28360 -2.77297
H 1.35405 -2.75186 -1.61749
H -0.39048 -2.69225 -1.21027
H -0.48416 1.18874 -1.73759
H -0.52924 0.67737 0.03167
H -1.54819 -0.21658 -1.27563
H 1.48123 0.68514 -2.24182
C 2.08427 -8.24466 2.50385
C 2.34694 -9.41505 1.92418
C 3.33900 -9.52456 0.83005
O 3.57783 -10.58775 0.30016
C 4.02815 -8.28294 0.40727
C 3.76425 -7.11374 0.98795
C 2.77269 -7.00585 2.08090
O 2.53218 -5.93564 2.61409
H 1.36194 -8.14573 3.30443
H 1.85288 -10.33141 2.22180
H 4.75084 -8.38091 -0.39306
H 4.25864 -6.19664 0.69082
C 5.91299 -2.37479 8.22856
C 4.59933 -2.20010 8.09343
C 4.05413 -1.12464 7.23599
O 2.85680 -0.95987 7.10789
C 5.01608 -0.25475 6.53630
C 6.33005 -0.42708 6.66719
C 6.88065 -1.50188 7.52446
O 8.07714 -1.66189 7.64423
H 6.33151 -3.15520 8.85148
H 3.87698 -2.82910 8.59853
H 4.59370 0.52463 5.91425
H 7.04970 0.20264 6.15913
C -1.03903 5.56715 -2.36998
C -0.24722 4.50176 -2.47442
C -0.50226 3.45299 -3.48709
O 0.22132 2.47612 -3.58149
C -1.66782 3.63285 -4.37945
C -2.46047 4.69814 -4.27562
C -2.20664 5.74817 -3.26316
O -2.92690 6.72052 -3.16831
H -0.86849 6.34400 -1.63489
H 0.61128 4.35453 -1.82936
H -1.83875 2.85647 -5.11401
H -3.31698 4.84446 -4.91895
C 0.72278 8.21102 2.07343
C 0.99428 7.05303 1.47400
C 1.97441 6.97221 0.36784
O 2.22122 5.91482 -0.18154
C 2.64237 8.22623 -0.04571
C 2.37152 9.38493 0.55322
C 1.39112 9.46666 1.65992
O 1.14487 10.52029 2.20753
H 0.00850 8.28912 2.88341
H 0.51557 6.12588 1.76414
H 3.35654 8.14763 -0.85573
H 2.85036 10.31161 0.26281
C -4.60361 3.13164 -9.54875
C -4.06803 2.84974 -8.36235
C -4.72810 3.26357 -7.10453
O -4.23745 3.00767 -6.01932
C -6.00622 4.00084 -7.21394
C -6.54284 4.28336 -8.39984
C -5.88300 3.86960 -9.65942
O -6.37135 4.12436 -10.73976
H -4.13453 2.83750 -10.47918
H -3.13405 2.31059 -8.26332
H -6.47484 4.29473 -6.28301
H -7.47669 4.82246 -8.49817
```

Calculated values
DFT total energy = -79634.84077 eV
E_HOMO = -10.581 eV
lowest unoccupied orbital energy = -3.7558 eV
HOMO-LUMO gap = 6.82 eV
charge = +1



Q: The lowest E_HOMO belongs to which entry?
A: CH3F3NS